The following is a quantum chemistry calculation of 2 unconnected molecules or ions with the total composition C5H4O6 at a distorted geometry, from the Open Molecules 2025 dataset.

Element x y z (Å)
C1 1.1077 1.1799 -1.0882
C2 0.2515 1.3809 -0.1119
C3 0.1446 0.5620 1.1600
C4 -1.6013 -2.0468 -1.7244
C5 1.3751 -0.2624 1.3853
O1 -0.8484 0.7594 1.8180
O2 2.0493 0.9116 -1.6851
O3 -1.0763 -2.6123 -2.6039
O4 -1.4459 -1.5052 -0.5089
O5 -2.7505 -1.6521 -1.2218
O6 -0.8124 2.2592 -0.2409
H1 1.4227 -0.4362 2.3800
H2 2.1860 0.4033 1.0543
H3 1.1721 -1.2596 0.7536
H4 -1.1741 2.3183 0.6339

Output
- SMILES: CC(=O)C(O)=C=O.O=C1OO1
- HOMO energy: -8.842 eV
- Lowest unoccupied orbital energy: -0.3 eV
- Maximum force: 3.89 eV/Å
- Energy relative to the best compared isomer or geometry (same formula, charge and spin): 19.19 kcal per mole
- HOMO-LUMO gap: 8.5639 eV

Here are the natural (NBO) charges for atoms 1 to 5, given in e: number 1, C, carries 0.6836; number 2, C, carries -0.1434; number 3, C, carries 0.5744; number 4, C, carries 0.9584; number 5, C, carries -0.7009